DFT (ωB97M-V/def2-TZVPD) results for a 9-piece molecular cluster, C40H86O22P2S7 overall at a distorted geometry.

Each line ends with the Löwdin charge.
CARTESIAN COORDINATES (ANGSTROEM)
H1 3.3076 -0.3448 -8.4357  0.07
H2 5.7125 -0.6270 4.7274  0.10
S1 7.3073 2.8635 -3.3317  0.71
H3 -0.2250 5.2098 -5.4404  0.12
H4 -11.8570 4.5403 -0.9683  0.07
O1 0.1031 -1.3634 0.7072  -0.36
H5 -3.2203 -4.3792 2.6371  0.11
C1 1.7444 0.7950 1.0458  -0.22
H6 -7.0991 0.3316 1.7566  0.08
C2 2.8444 -2.7574 -5.4497  -0.29
H7 -0.5394 0.5906 -1.7658  0.09
H8 3.4768 -3.2688 -3.4601  0.07
H9 -3.7542 0.5775 6.2616  0.09
H10 9.4778 3.3582 -4.3653  0.11
C3 -12.8922 2.7528 -0.4927  -0.24
H11 -13.1908 2.5405 -1.5193  0.11
C4 8.4930 3.8127 -4.4728  -0.21
S2 2.0622 6.8636 -7.7648  0.73
O2 -0.7004 -1.0302 -5.4017  -0.19
O3 0.8999 -1.2576 -7.3073  -0.19
H12 -2.5758 -1.3430 -6.2980  0.13
C5 3.8910 -2.7231 -4.3080  -0.05
H13 -2.0443 -6.6672 4.2485  0.11
C6 8.5710 5.0689 -2.4402  -0.24
O4 -6.2308 -6.6266 2.7666  -0.35
H14 -2.3887 -4.3101 4.2153  0.11
C7 3.7286 -6.7273 4.2722  -0.21
O5 3.0350 -3.2472 5.8154  -0.39
C8 7.4691 4.1491 -1.9697  -0.21
H15 -3.1988 1.1176 -5.8983  0.08
H16 0.6584 0.7779 -7.2216  0.11
H17 3.1597 -2.3978 -6.4291  0.10
C9 -3.0913 -4.8726 3.6005  -0.19
C10 0.5121 5.9208 -5.8136  -0.21
C11 3.1802 -5.2870 3.9197  -0.18
O6 8.2861 -2.1947 5.8772  -0.35
H18 2.8475 -7.3532 4.4131  0.11
C12 7.4136 0.4792 3.4931  -0.22
C13 6.7268 -0.6383 4.3284  -0.20
H19 2.1855 0.0864 1.7468  0.10
O7 -1.0174 0.9756 0.9770  -0.34
H20 -5.1945 -4.3528 4.2459  0.08
H21 0.6953 4.9365 -7.6536  0.10
H22 9.3738 1.4444 3.5221  0.11
H23 9.5749 4.7050 -2.2218  0.12
H24 2.2237 5.6342 -4.3403  0.11
H25 -1.6719 -6.2976 2.6534  0.11
H26 0.1313 0.7844 5.6947  0.11
C14 -0.7918 -0.0329 7.4252  -0.21
H27 -4.2145 -5.0559 5.4435  0.09
C15 -3.0482 1.2225 6.7848  -0.21
C16 3.8705 -5.6782 6.5421  -0.22
H28 7.5033 5.6281 -4.2733  0.12
H29 -12.5634 -1.5594 -1.0795  0.11
H30 3.8975 6.5306 -6.3898  0.10
H31 1.2243 2.4417 -0.9927  0.12
C17 1.9898 5.6171 -5.4048  -0.21
C18 2.5458 0.9356 -0.2075  -0.24
H32 2.6581 1.3400 -8.6637  0.08
H33 -2.4488 0.6012 -4.3338  0.07
S3 7.7645 -0.8320 5.8470  0.69
O8 -9.6200 0.7373 0.5760  -0.19
C19 -2.5232 -6.3177 3.3338  -0.23
H34 6.8653 -1.5824 3.8015  0.09
S4 -2.5158 0.0034 8.0330  0.71
O9 -0.1700 -3.3395 -6.3846  -0.21
S5 0.0631 0.1081 0.5572  0.74
C20 1.5761 1.4455 -1.2608  -0.24
C21 0.5439 5.9551 -7.2962  -0.25
H35 0.2510 6.8887 -5.3856  0.12
H36 2.2132 0.2733 -6.4923  0.11
H37 -0.2476 -0.9414 7.6831  0.11
C22 -7.2487 1.0104 0.9170  -0.06
C23 -3.6363 -7.2652 2.8791  -0.22
H38 1.5874 1.7430 1.5602  0.10
H39 2.0631 1.5480 -2.2306  0.12
C24 2.8483 6.6371 -6.1140  -0.23
H40 -8.8099 2.5131 0.2776  0.12
O10 2.7779 6.1032 -8.7974  -0.34
H41 6.8070 1.3816 3.5693  0.11
H42 2.3101 4.6569 -5.8093  0.11
H43 4.0824 -1.7159 -3.9380  0.07
O11 -5.3363 -7.5977 4.9903  -0.35
C25 -4.4229 -5.1119 4.3751  -0.18
O12 1.7256 8.3004 -7.8321  -0.35
H44 -1.3346 2.4458 6.2324  0.11
H45 9.3159 5.7698 -4.3078  0.12
H46 -11.8235 -2.9690 0.9810  0.07
C26 9.0400 0.3659 5.3120  -0.22
H47 -6.6431 1.8742 1.1914  0.07
O13 7.1312 -0.2340 7.0193  -0.35
C27 -12.6901 4.2785 -0.3160  -0.07
C28 -8.6494 1.6847 0.9677  -0.28
H48 4.8313 -3.2194 -4.5481  0.07
H49 0.8094 -0.4829 -1.6978  0.09
H50 -1.4344 -0.2721 -7.1356  0.11
C29 -2.3214 0.6904 -5.4126  -0.06
H51 -10.7662 -3.3054 -0.3170  0.07
C30 0.4298 0.4525 -1.2866  -0.19
C31 8.9119 0.4850 3.7550  -0.20
H52 -10.9433 -0.8080 -1.1129  0.10
S6 2.6248 -4.6836 5.6226  0.71
C32 -1.8699 1.5747 5.8546  -0.22
C33 1.4901 0.0761 -7.2837  -0.23
H53 4.6670 -7.5535 6.0426  0.11
C34 -11.1324 -2.4805 0.2942  -0.08
P1 -11.1528 1.1254 0.8858  0.45
P2 0.3409 -2.0296 -6.0362  0.41
H54 -3.5196 -8.3431 2.7665  0.10
C35 4.5703 -6.5968 5.5292  -0.22
C36 -0.8717 0.4451 5.9536  -0.23
H55 -10.2403 -2.2743 0.8857  0.07
H56 2.8779 -0.0381 -0.5676  0.12
C37 -11.7003 -1.2707 -0.4797  -0.20
H57 9.9877 0.2131 5.8284  0.10
H58 -3.5604 2.1017 7.1757  0.10
H59 2.3600 -5.1075 3.2246  0.09
H60 3.3776 -6.0933 7.4212  0.10
O14 -3.1685 -1.2547 7.6736  -0.35
H61 8.3986 6.0609 -2.0227  0.12
S7 -5.1953 -6.7898 3.7919  0.73
O15 5.9551 2.9621 -3.8241  -0.35
H62 9.4644 -0.3016 3.2411  0.12
H63 2.7557 7.5809 -5.5767  0.10
H64 4.5471 -4.9369 6.9674  0.09
C38 -1.8190 -0.5707 -6.1604  -0.24
H65 -0.4404 0.8032 8.0299  0.09
H66 8.6616 1.3065 5.7121  0.09
H67 3.3868 1.5994 -0.0066  0.12
H68 -8.7634 2.0333 1.9942  0.11
H69 8.0287 3.6625 -5.4474  0.10
O16 -11.9504 -0.2576 0.5607  -0.22
H70 -0.2704 6.3065 -7.9299  0.11
H71 7.3014 0.2068 2.4436  0.10
O17 -2.6030 0.5318 9.3997  -0.35
H72 6.4894 4.6156 -1.8655  0.10
O18 -11.6050 2.1158 -0.2988  -0.22
H73 -12.4395 4.5909 0.6978  0.07
H74 1.9203 -0.0749 -9.3979  0.07
H75 -3.8395 -6.9372 1.8597  0.09
H76 4.0272 -4.6761 3.6076  0.09
H77 -6.9637 0.5758 -0.0411  0.08
H78 5.5782 -6.1849 5.4792  0.12
H79 -2.2204 1.8671 4.8648  0.12
O19 1.6883 -2.0511 -5.0613  -0.20
H80 4.3202 -7.1620 3.4665  0.11
H81 -13.6589 2.3284 0.1553  0.12
C39 2.4227 0.2882 -8.5012  -0.06
H82 -1.2264 -0.4036 5.3688  0.12
C40 8.4546 5.2063 -3.9491  -0.25
O20 7.8804 1.5988 -2.8932  -0.35
H83 2.6848 -3.7853 -5.7753  0.12
O21 1.2897 -5.0470 6.0175  -0.33
H84 -13.6535 4.7280 -0.5570  0.07
H85 -1.5638 1.4721 -5.4692  0.06
H86 7.7099 3.5934 -1.0635  0.09
O22 -11.4683 1.7372 2.2021  -0.24

Results
HOMO (eV): -9.83
SMILES: CCOP(=O)(OCC)OCC.CCOP(=O)(OCC)OCC.O=S1(=O)CCCC1.O=S1(=O)CCCC1.O=S1(=O)CCCC1.O=S1(=O)CCCC1.O=S1(=O)CCCC1.O=S1(=O)CCCC1.O=S1(=O)CCCC1
Multiplicity: 1